Formula: C40H68GeInN7OP3S
Source: OMol25
Level of theory: the ωB97M-V functional and the def2-TZVPD basis

CARTESIAN COORDINATES (ANGSTROEM)
In (18.444, 14.213, 5.679)
Ge (9.032, 10.968, 13.809)
S (18.239, 18.148, 5.291)
P (7.694, 12.747, 12.677)
P (11.180, 10.948, 13.013)
P (8.284, 11.997, 16.083)
O (9.262, 16.800, 14.771)
N (8.145, 10.207, 12.057)
N (19.476, 18.242, 8.263)
N (19.877, 17.371, 8.977)
N (9.787, 9.484, 14.449)
N (18.200, 16.521, 7.192)
N (7.648, 7.826, 13.421)
N (6.933, 10.320, 14.739)
C (8.220, 7.637, 14.820)
C (5.136, 7.132, 7.102)
C (9.537, 13.229, 10.436)
C (9.610, 7.340, 17.422)
C (6.654, 11.250, 15.715)
C (6.433, 8.479, 13.356)
C (8.409, 7.809, 12.221)
C (18.582, 14.439, 17.655)
C (6.826, 8.651, 5.693)
C (8.198, 13.826, 16.275)
C (11.752, 13.600, 14.199)
C (9.264, 13.708, 11.792)
C (13.622, 11.851, 14.120)
C (7.879, 11.497, 18.897)
C (11.211, 9.591, 14.219)
C (10.318, 11.006, 18.012)
C (12.373, 12.388, 13.472)
C (6.729, 14.420, 16.362)
C (9.028, 15.213, 11.603)
C (8.396, 9.040, 11.475)
C (18.757, 13.451, 18.690)
C (7.878, 6.762, 15.885)
C (6.029, 8.193, 6.982)
C (18.719, 17.585, 6.866)
C (9.698, 6.805, 10.271)
C (4.252, 7.912, 14.345)
C (9.002, 6.677, 11.613)
C (9.309, 8.453, 15.175)
C (9.105, 14.470, 17.377)
C (9.985, 8.230, 16.389)
C (8.167, 8.936, 9.954)
C (7.495, 11.412, 11.532)
C (6.034, 9.484, 14.210)
C (19.326, 15.530, 17.502)
C (8.798, 11.045, 17.737)
C (9.209, 7.740, 9.533)
C (5.447, 7.896, 12.291)
C (5.231, 7.351, 13.558)
C (8.476, 6.660, 17.171)
C (4.845, 8.964, 14.942)
H (8.017, 5.982, 17.828)
H (12.613, 12.755, 12.501)
H (10.962, 8.719, 16.459)
H (6.051, 14.049, 17.092)
H (10.094, 15.554, 11.208)
H (12.379, 13.944, 15.019)
H (5.716, 7.293, 11.474)
H (7.787, 11.619, 10.492)
H (10.157, 12.358, 10.377)
H (3.265, 7.595, 14.621)
H (13.978, 10.989, 13.592)
H (6.300, 9.537, 5.280)
H (8.769, 16.476, 14.012)
H (8.597, 13.049, 9.827)
H (9.004, 5.716, 12.128)
H (7.076, 6.005, 15.699)
H (8.557, 14.194, 15.266)
H (6.288, 10.717, 16.603)
H (8.912, 17.575, 15.207)
H (13.452, 11.671, 15.242)
H (10.706, 10.105, 18.535)
H (7.996, 12.586, 18.981)
H (19.034, 12.477, 18.423)
H (6.882, 11.246, 18.701)
H (10.211, 13.520, 12.423)
H (19.754, 19.244, 8.682)
H (5.758, 11.760, 15.165)
H (19.253, 16.144, 16.641)
H (11.591, 8.577, 13.754)
H (8.519, 9.932, 17.417)
H (20.034, 16.022, 18.149)
H (8.985, 15.559, 17.335)
H (9.656, 7.634, 8.543)
H (4.951, 6.575, 6.157)
H (6.940, 7.847, 4.958)
H (8.142, 11.048, 19.849)
H (18.478, 16.311, 8.186)
H (10.644, 11.799, 18.681)
H (13.843, 17.562, 17.103)
H (10.576, 6.197, 9.865)
H (10.887, 13.260, 14.737)
H (6.444, 11.169, 11.351)
H (10.242, 7.075, 18.307)
H (10.133, 14.301, 17.217)
H (17.810, 13.373, 19.307)
H (18.074, 19.459, 5.475)
H (17.380, 11.074, 19.499)
H (10.138, 13.958, 9.863)
H (6.070, 8.807, 7.831)
H (8.491, 9.973, 9.488)
H (19.514, 13.805, 19.469)
H (5.460, 6.181, 13.772)
H (17.865, 14.294, 16.818)
H (11.598, 14.489, 13.583)
H (8.909, 14.101, 18.399)
H (4.499, 7.072, 7.964)
H (7.905, 9.021, 5.758)
H (6.922, 15.457, 16.403)
H (8.374, 15.428, 10.832)
H (4.269, 9.747, 15.488)
H (11.846, 9.771, 15.103)
H (9.050, 15.738, 12.546)
H (14.281, 12.700, 14.217)
H (11.984, 14.791, 18.416)
H (4.690, 8.652, 12.169)
H (6.242, 14.251, 15.349)
H (7.206, 8.594, 9.891)
H (10.918, 11.116, 17.037)

Spin multiplicity = 2
Highest occupied orbital energy = -10.9 eV
Energy relative to the best compared isomer or geometry (same formula, charge and spin) = 158.5 kcal/mol
Charge = +2
F_max = 6.3 eV/A

Results of the Mulliken charge analysis, in e, for atoms 1 through 99: 0.887 1.229 -0.204 -0.615 -0.670 0.179 -0.596 0.087 0.211 -0.563 2.183 -0.499 0.702 0.322 -0.787 -0.779 -1.824 -0.650 -1.609 0.729 0.819 0.203 -1.062 1.888 -1.568 2.479 -1.867 -1.316 -0.930 -1.026 0.963 -1.597 -0.931 -0.256 -0.793 -0.784 0.161 0.377 -0.724 -0.997 -0.362 0.480 -1.412 -0.215 -0.844 -0.859 0.133 -0.883 1.037 -0.643 -1.550 -0.056 -1.177 -1.077 0.529 0.422 0.234 0.324 0.366 0.554 0.535 0.340 0.298 0.505 0.423 0.282 0.303 0.373 0.555 0.282 -0.698 0.400 0.287 0.283 0.329 0.158 0.304 0.391 -1.338 0.330 0.538 0.236 0.194 -0.190 0.256 0.367 0.348 0.263 0.352 0.439 0.291 0.428 0.045 0.333 0.312 0.477 0.422 0.050 0.182

***

Formula: C38H31Cl2N4O5PRhS2
Source: OMol25
Level of theory: the ωB97M-V functional and the def2-TZVPD basis

CARTESIAN COORDINATES (ANGSTROEM)
Rh (-0.549, -0.762, 0.302)
Cl (-1.580, -0.467, 2.672)
Cl (-1.025, -5.916, 2.594)
S (-0.831, -3.191, 1.047)
S (0.013, 1.928, -2.127)
P (1.912, -1.199, 0.650)
O (-1.238, 1.959, 1.320)
O (-1.026, 1.792, -3.127)
O (-6.111, 0.729, -3.513)
O (1.300, 1.412, -2.509)
O (-3.568, 3.782, -4.480)
N (0.250, -1.520, -1.832)
N (-2.779, -1.031, -0.633)
N (-4.180, 1.889, -3.399)
N (-0.483, 1.263, -0.724)
C (-0.503, 3.598, -0.278)
C (-3.185, -0.226, -1.623)
C (4.173, -1.185, 2.346)
C (-2.087, -3.309, 5.376)
C (3.257, 2.599, -0.166)
C (2.708, -3.092, 2.493)
C (2.268, 0.587, 0.697)
C (-3.720, -1.689, 0.056)
C (2.525, -1.819, -0.934)
C (-1.309, -3.206, 2.677)
C (-1.401, -4.440, 3.383)
C (-2.016, -2.080, 4.732)
C (-0.241, 5.957, -0.221)
C (-5.481, -0.726, -1.218)
C (3.025, -1.856, 1.929)
C (-0.805, 2.216, 0.207)
C (-4.521, -0.031, -1.937)
C (0.325, 5.928, -1.493)
C (-1.782, -4.486, 4.707)
C (-1.633, -2.032, 3.411)
C (3.529, -3.658, 3.457)
C (4.276, -2.716, -2.329)
C (0.474, 4.731, -2.185)
C (2.793, 3.301, 0.939)
C (1.638, -1.909, -2.004)
C (-5.071, -1.575, -0.206)
C (2.075, -2.383, -3.232)
C (2.072, 2.648, 1.930)
C (-4.999, 0.883, -3.038)
C (-4.558, 2.776, -4.477)
C (4.991, -1.754, 3.310)
C (3.391, -2.783, -3.396)
C (-0.657, 4.788, 0.405)
C (4.671, -2.986, 3.867)
C (0.043, 3.587, -1.547)
C (3.844, -2.239, -1.104)
C (2.996, 1.243, -0.292)
C (1.812, 1.292, 1.811)
H (5.312, -3.420, 4.623)
H (-2.257, -1.165, 5.254)
H (2.988, 4.362, 1.023)
H (-0.358, 6.906, 0.286)
H (4.432, -0.221, 1.926)
H (-2.384, -3.347, 6.416)
H (1.252, 0.783, 2.588)
H (5.881, -1.229, 3.630)
H (1.381, -2.433, -4.062)
H (-0.354, -2.269, -2.160)
H (3.724, -3.150, -4.357)
H (3.823, 3.108, -0.934)
H (0.655, 6.850, -1.952)
H (0.060, -0.713, -2.423)
H (-1.841, -5.440, 5.210)
H (5.301, -3.038, -2.450)
H (3.276, -4.618, 3.888)
H (1.817, -3.620, 2.170)
H (4.533, -2.194, -0.270)
H (-6.525, -0.599, -1.474)
H (-3.696, 4.336, -5.255)
H (0.912, 4.699, -3.173)
H (-4.588, 2.235, -5.429)
H (-3.197, 1.895, -3.161)
H (-5.783, -2.141, 0.377)
H (-1.083, 4.793, 1.400)
H (-2.410, 0.263, -2.192)
H (-3.375, -2.331, 0.856)
H (1.706, 3.193, 2.790)
H (3.332, 0.707, -1.168)
H (-5.553, 3.177, -4.272)

Spin multiplicity = 5
Highest occupied orbital energy (alpha / beta) = -10.4 / -11.3 eV
Energy relative to the best compared isomer or geometry (same formula, charge and spin) = 0.0 kcal/mol
Charge = +1
F_max = 1.2 eV/A

Calculated atomic charges, method Mulliken, unit e: 0.923 0.093 -0.159 -0.074 0.731 1.544 -0.717 -0.822 -0.653 -0.597 -0.483 0.045 0.611 -0.077 0.500 0.048 -0.442 -0.138 -0.443 -0.795 -0.439 0.692 -0.052 -0.086 0.378 0.039 -0.765 -0.627 -0.504 0.409 -0.214 0.111 -0.562 -0.656 0.387 -0.732 -0.704 -0.991 -0.550 -0.250 -0.990 -0.348 -0.760 0.373 -0.523 -0.725 -0.863 -0.327 -0.553 0.545 -0.674 -0.507 -0.445 0.403 0.519 0.435 0.443 0.494 0.406 0.398 0.427 0.494 0.370 0.410 0.408 0.482 0.231 0.474 0.454 0.438 0.387 0.491 0.522 0.296 0.552 0.343 0.275 0.476 0.550 0.376 0.143 0.410 0.376 0.338

***

Formula: C4H8N3O
Source: OMol25
Level of theory: the ωB97M-V functional and the def2-TZVPD basis

CARTESIAN COORDINATES (ANGSTROEM)
O (-1.711, 1.260, -0.821)
N (-0.120, -0.326, 0.099)
N (1.247, -0.146, 0.444)
N (0.615, 1.567, -0.787)
C (-0.851, -0.379, 1.380)
C (1.599, 0.925, -0.115)
C (-0.171, -1.443, -0.740)
C (-0.592, 1.006, -0.593)
H (-1.866, -0.293, 1.197)
H (0.593, -1.414, -1.527)
H (2.620, 1.389, 0.073)
H (-0.437, -1.133, 1.926)
H (-0.422, 0.385, 2.077)
H (0.082, -2.404, -0.185)
H (0.642, 2.472, -1.226)
H (-1.228, -1.468, -1.203)

Spin multiplicity = 1
Highest occupied orbital energy = -15.7 eV
Energy relative to the best compared isomer or geometry (same formula, charge and spin) = 76.0 kcal/mol
Charge = +1
SMILES string = C[N+]1(C)N=CNC1=O
F_max = 4.9 eV/A

Calculated atomic charges, method Mulliken, unit e: -0.390 0.571 -0.844 -0.076 -0.849 0.073 -0.712 0.382 0.381 0.330 0.412 0.429 0.356 0.317 0.266 0.353